1.
86
Properties=species:S:1:pos:R:3 method="wB97M-V/def2-TZVPD" homo_ev=-9.242 lumo_ev=0.009 homo_lumo_gap_ev=9.25 smiles="CCB(O)C1(B(O)CC)OC(=O)O[C@]1(CC(=O)O)C(F)(F)C(F)(F)F.COCCOCCOC.COCCOCCOC" e_above_lowest_kcal_mol=11.84 spin_multiplicity=1 charge=0
C -2.34 0.44 -4.29
C -1.34 0.78 -3.16
B -0.65 -0.48 -2.53
O -1.16 -1.75 -2.79
C 0.67 -0.55 -1.59
B 0.16 -1.48 -0.40
O -1.09 -1.10 0.08
C 0.92 -2.69 0.22
C 0.87 -2.58 1.76
O 1.66 -1.13 -2.51
C 1.99 -0.08 -3.31
O 2.36 -0.12 -4.45
O 1.83 1.09 -2.60
C 1.38 0.75 -1.28
C 0.46 1.76 -0.64
C 0.95 3.20 -0.69
O 1.24 3.75 -1.72
O 1.05 3.82 0.53
C 2.66 0.58 -0.43
F 2.50 1.14 0.79
F 2.94 -0.72 -0.20
C 3.97 1.18 -1.02
F 3.85 2.44 -1.40
F 4.41 0.42 -2.03
F 4.89 1.11 -0.03
H -1.81 0.03 -5.13
H -3.07 -0.26 -3.89
H -2.84 1.36 -4.55
H -1.89 1.31 -2.39
H -0.61 1.48 -3.55
H -0.78 -2.09 -3.60
H -1.77 -1.75 -0.13
H 0.34 -3.58 -0.04
H 1.93 -2.80 -0.13
H 1.77 -2.98 2.20
H 0.77 -1.55 2.08
H 0.01 -3.09 2.16
H 0.23 1.45 0.37
H -0.49 1.78 -1.16
H 0.22 3.66 0.99
C 6.10 -6.90 3.17
O 5.93 -5.67 2.51
C 5.02 -5.72 1.42
C 4.14 -4.50 1.35
O 3.15 -4.41 2.37
C 3.54 -4.10 3.70
C 4.00 -2.68 3.91
O 5.28 -2.44 3.36
C 5.39 -1.18 2.72
H 6.75 -7.57 2.60
H 6.58 -6.69 4.13
H 5.15 -7.40 3.36
H 4.40 -6.62 1.47
H 5.61 -5.77 0.49
H 3.57 -4.56 0.42
H 4.73 -3.58 1.30
H 4.27 -4.82 4.07
H 2.63 -4.24 4.28
H 4.05 -2.49 4.99
H 3.25 -2.00 3.48
H 4.53 -1.00 2.06
H 6.29 -1.20 2.11
H 5.47 -0.37 3.45
C -7.38 2.30 1.52
O -7.25 2.98 0.29
C -7.78 4.30 0.30
C -6.90 5.26 -0.47
O -5.67 5.58 0.14
C -4.64 4.61 0.18
C -3.97 4.32 -1.16
O -4.82 3.57 -2.01
C -4.75 3.96 -3.37
H -8.40 1.95 1.68
H -6.72 1.44 1.49
H -7.08 2.94 2.36
H -7.90 4.66 1.32
H -8.77 4.28 -0.18
H -7.44 6.21 -0.52
H -6.76 4.93 -1.50
H -4.97 3.69 0.65
H -3.87 5.05 0.82
H -3.07 3.73 -0.97
H -3.68 5.27 -1.63
H -4.79 5.05 -3.48
H -5.61 3.54 -3.88
H -3.83 3.58 -3.84

2.
15
Properties=species:S:1:pos:R:3 method="wB97M-V/def2-TZVPD" homo_ev=-10.294 lumo_ev=0.702 homo_lumo_gap_ev=11.00 smiles=Cl[C@@H](Br)[C@@H](Cl)C1CC1 e_above_lowest_kcal_mol=0.00 spin_multiplicity=1 charge=0
Cl -3.16 1.38 1.53
C -2.84 -0.10 0.65
Br -4.42 -0.77 -0.25
C -1.63 0.14 -0.48
Cl -2.20 1.44 -1.56
C -0.35 0.51 0.19
C 0.79 -0.48 0.20
C 0.86 0.73 -0.68
H -2.52 -0.87 1.35
H -1.57 -0.77 -1.07
H -0.46 1.16 1.04
H 0.64 -1.44 -0.26
H 1.42 -0.51 1.07
H 1.53 1.53 -0.42
H 0.74 0.60 -1.75

3.
66
Properties=species:S:1:pos:R:3 method="wB97M-V/def2-TZVPD" homo_ev=-12.922 lumo_ev=-5.522 homo_lumo_gap_ev=7.40 spin_multiplicity=1 charge=+1
C 0.60 0.89 4.56
C -0.39 2.20 4.37
C -1.67 1.91 3.35
C -3.20 1.71 3.99
S -3.58 1.77 5.83
C -4.32 1.43 2.82
O -5.75 1.23 3.18
C -3.91 1.42 1.24
N -2.49 1.61 0.87
N -1.59 1.80 1.86
P 0.12 1.97 1.24
O 0.20 3.24 0.05
Br 0.53 0.04 0.09
H 1.69 1.27 4.38
H 0.46 0.46 5.65
H 0.27 0.11 3.72
H -0.80 2.45 5.47
H 0.24 3.14 4.05
H -4.44 2.87 6.09
H -5.97 0.24 3.17
H -4.71 1.25 0.39
H 0.21 4.13 0.51
C -3.99 2.29 -2.24
C -2.60 2.85 -2.49
O -2.37 2.69 -3.89
S -3.80 2.83 -4.67
O -3.91 4.18 -5.17
O -3.97 1.67 -5.51
O -4.77 2.68 -3.37
H -3.97 1.20 -2.20
H -4.44 2.68 -1.32
H -1.83 2.33 -1.91
H -2.56 3.92 -2.26
C 2.46 -3.55 -3.70
C 3.41 -2.69 -2.87
O 2.71 -2.44 -1.65
S 1.77 -3.72 -1.31
O 2.48 -4.56 -0.37
O 0.42 -3.26 -1.09
O 1.84 -4.43 -2.78
H 1.68 -2.94 -4.17
H 2.99 -4.12 -4.48
H 3.66 -1.75 -3.37
H 4.33 -3.23 -2.63
C 2.01 -0.26 -7.43
C 1.57 0.72 -6.34
O 2.40 0.42 -5.22
S 3.86 -0.10 -5.76
O 4.77 1.02 -5.73
O 4.15 -1.37 -5.14
O 3.42 -0.37 -7.31
H 1.57 -1.25 -7.26
H 1.74 0.09 -8.43
H 0.52 0.61 -6.08
H 1.77 1.75 -6.64
C 2.19 -3.45 5.26
C 0.94 -3.38 6.12
O 1.36 -2.81 7.35
S 2.58 -1.77 7.06
O 2.03 -0.43 7.00
O 3.69 -2.12 7.92
O 2.92 -2.25 5.55
H 2.82 -4.30 5.54
H 1.96 -3.50 4.19
H 0.49 -4.36 6.28
H 0.19 -2.71 5.67

4.
23
Properties=species:S:1:pos:R:3 method="wB97M-V/def2-TZVPD" homo_ev="-7.973 / -8.691" lumo_ev="-0.855 / -1.289" homo_lumo_gap_ev="7.12 / 7.40" e_above_lowest_kcal_mol=50.81 spin_multiplicity=1 charge=0
C 2.02 3.25 0.44
C 2.48 2.41 -0.56
C 0.93 2.92 1.21
C 1.82 1.21 -0.79
C 0.25 1.72 0.99
C 0.74 0.93 -0.01
C -1.93 -2.14 0.97
C -2.69 -1.51 0.07
C -0.65 -2.59 0.50
C -2.15 -1.39 -1.31
O 0.39 -2.44 -2.13
P 0.48 -3.54 1.35
P -0.35 -1.76 -1.06
H 2.54 4.19 0.62
H 3.34 2.68 -1.16
H 0.58 3.59 1.99
H 2.15 0.53 -1.57
H -0.61 1.45 1.58
H -2.24 -2.32 1.99
H -3.66 -1.09 0.30
H -2.54 -2.16 -1.99
H -2.34 -0.41 -1.75
H 1.44 -3.50 0.33

What are the E_tot values for these records? In order: -66104.78632 -100385.10857 -188248.13269 -31153.28291 eV.